Record 1
{
  "formula": "C18H21ClN5O10S2Sc",
  "method": "ωB97M-V/def2-TZVPD",
  "de_lowest_kj_mol": 41.93,
  "charge": -2,
  "homo_ev": -1.429,
  "spin_multiplicity": 1,
  "molar_mass_g_mol": 611.9,
  "gap_ev": 5.8836,
  "elements": ["Sc", "N", "C", "C", "C", "N", "H", "H", "H", "H", "H", "H", "H", "H", "H", "H", "O", "C", "O", "C", "C", "N", "N", "C", "C", "O", "O", "H", "H", "H", "S", "C", "C", "C", "C", "C", "C", "S", "H", "H", "H", "H", "O", "C", "C", "C", "C", "O", "N", "H", "H", "H", "H", "O", "Cl", "O", "O", "O"],
  "xyz": [[-0.26, -0.35, -0.08], [1.33, 0.09, 1.96], [2.78, -0.11, 2.06], [3.54, 0.62, 0.96], [3.47, -0.07, -0.39], [2.17, 0.11, -1.03], [1.10, 1.05, 2.18], [0.85, -0.50, 2.63], [2.98, -1.18, 1.97], [3.15, 0.22, 3.04], [4.59, 0.70, 1.27], [3.15, 1.64, 0.88], [3.61, -1.14, -0.24], [4.28, 0.29, -1.03], [2.04, -0.54, -1.79], [2.08, 1.03, -1.44], [-5.03, -1.31, 3.79], [-4.51, -0.16, 4.15], [-5.02, 0.53, 5.02], [-3.26, 0.27, 3.48], [-2.60, 1.44, 3.78], [-1.52, 1.50, 2.99], [-1.41, 0.44, 2.19], [-2.46, -0.31, 2.46], [-2.61, -1.55, 1.63], [-3.53, -2.35, 1.89], [-1.72, -1.70, 0.74], [-4.52, -1.74, 3.00], [-2.85, 2.21, 4.49], [-0.81, 2.23, 2.90], [1.24, -2.59, 0.40], [1.59, -3.27, -1.17], [2.52, -4.33, -1.27], [2.84, -4.92, -2.48], [2.24, -4.45, -3.65], [1.33, -3.41, -3.57], [0.98, -2.81, -2.36], [-0.20, -1.50, -2.40], [2.97, -4.68, -0.35], [3.56, -5.73, -2.52], [2.49, -4.90, -4.61], [0.85, -3.04, -4.48], [0.15, 1.91, -2.18], [0.12, 2.61, -1.19], [-0.11, 4.11, -1.20], [0.21, 4.51, 0.23], [0.36, 3.17, 0.94], [0.53, 3.10, 2.18], [0.28, 2.13, 0.10], [-1.16, 4.27, -1.46], [0.51, 4.58, -1.97], [-0.57, 5.08, 0.73], [1.15, 5.06, 0.33], [-4.16, 0.75, 0.14], [-3.16, 1.48, -0.57], [-3.67, 1.98, -1.81], [-2.63, 2.57, 0.23], [-2.05, 0.55, -0.89]],
  "lowdin_charge": [0.776, -0.044, -0.283, -0.193, -0.270, -0.036, 0.032, 0.070, 0.064, 0.100, 0.099, 0.105, 0.088, 0.100, 0.018, 0.058, 0.101, -0.517, 0.047, -0.055, -0.005, 0.046, 0.070, -0.144, -0.556, 0.032, -0.129, 0.079, 0.132, 0.102, 0.603, -0.705, -0.161, -0.151, -0.150, -0.162, -0.703, 0.602, 0.079, 0.076, 0.076, 0.081, 0.024, -0.526, -0.087, -0.092, -0.504, -0.051, 0.093, 0.117, 0.110, 0.115, 0.110, -0.293, 0.714, -0.317, -0.326, -0.459]
}

Record 2
{
  "formula": "C32H96FNO21P",
  "method": "ωB97M-V/def2-TZVPD",
  "charge": 1,
  "homo_ev": -10.769,
  "spin_multiplicity": 1,
  "molar_mass_g_mol": 881.1,
  "gap_ev": 5.8654,
  "elements": ["C", "C", "P", "C", "C", "O", "C", "O", "C", "C", "C", "N", "C", "C", "C", "F", "C", "C", "H", "H", "H", "H", "H", "H", "H", "H", "H", "H", "H", "H", "H", "H", "H", "H", "H", "H", "H", "H", "C", "O", "H", "H", "H", "H", "C", "O", "H", "H", "H", "H", "C", "O", "H", "H", "H", "H", "C", "O", "H", "H", "H", "H", "C", "O", "H", "H", "H", "H", "C", "O", "H", "H", "H", "H", "C", "O", "H", "H", "H", "H", "C", "O", "H", "H", "H", "H", "C", "O", "H", "H", "H", "H", "C", "O", "H", "H", "H", "H", "C", "O", "H", "H", "H", "H", "C", "O", "H", "H", "H", "H", "C", "O", "H", "H", "H", "H", "C", "O", "H", "H", "H", "H", "C", "O", "H", "H", "H", "H", "C", "O", "H", "H", "H", "H", "C", "O", "H", "H", "H", "H", "C", "O", "H", "H", "H", "H", "C", "O", "H", "H", "H", "H"],
  "xyz": [[-2.42, -1.71, -3.26], [-1.29, -0.68, -2.68], [-0.19, 0.15, -4.01], [-1.20, 1.16, -5.28], [-0.41, 2.63, -5.42], [0.93, -0.95, -4.75], [2.26, -0.55, -4.16], [3.41, -0.96, -4.75], [2.35, 0.34, -2.76], [2.30, -0.39, -1.25], [2.34, 0.55, 0.10], [2.43, 2.08, 0.03], [2.43, 2.93, 1.28], [1.04, 2.86, 2.15], [-0.33, 2.73, 1.25], [0.94, 4.15, 2.91], [2.53, 2.84, -1.32], [2.49, 1.99, -2.73], [-3.39, -1.09, -3.49], [-2.00, -2.28, -4.19], [-2.69, -2.45, -2.36], [-1.81, 0.18, -2.07], [-0.55, -1.29, -1.97], [-2.31, 1.37, -5.00], [-1.13, 0.68, -6.36], [0.12, 2.78, -4.36], [0.49, 2.52, -6.19], [-1.14, 3.51, -5.67], [2.23, -1.56, -1.13], [2.31, 0.09, 1.18], [3.34, 2.65, 1.98], [2.57, 4.07, 0.96], [1.04, 1.99, 2.96], [-0.21, 2.08, 0.29], [-1.19, 2.22, 1.90], [-0.71, 3.81, 1.00], [2.60, 4.00, -1.37], [2.53, 2.53, -3.78], [5.42, -0.35, 2.09], [5.60, -0.50, 0.70], [6.35, -0.62, 2.60], [5.17, 0.69, 2.32], [4.62, -1.01, 2.43], [4.76, -0.25, 0.27], [1.41, 5.08, 5.99], [2.26, 5.24, 7.11], [1.78, 4.23, 5.39], [0.39, 4.87, 6.32], [1.43, 5.98, 5.38], [1.91, 5.99, 7.62], [-6.33, -0.29, -3.93], [-5.49, -0.13, -2.80], [-5.96, -1.13, -4.53], [-7.35, -0.50, -3.60], [-6.31, 0.62, -4.54], [-5.83, 0.63, -2.30], [2.96, -4.29, -3.35], [2.51, -3.14, -2.65], [2.77, -5.18, -2.73], [2.42, -4.38, -4.29], [4.03, -4.21, -3.54], [2.70, -2.38, -3.22], [-10.60, -0.27, -4.56], [-9.76, -0.10, -3.44], [-10.24, -1.11, -5.16], [-11.62, -0.48, -4.23], [-10.58, 0.64, -5.17], [-10.10, 0.65, -2.93], [9.69, -1.02, 2.73], [9.24, 0.13, 3.43], [9.49, -1.90, 3.35], [9.14, -1.11, 1.79], [10.76, -0.94, 2.55], [9.42, 0.90, 2.86], [3.22, -1.34, 5.25], [2.44, -1.06, 4.10], [3.87, -0.49, 5.46], [2.56, -1.52, 6.10], [3.83, -2.23, 5.06], [1.88, -1.83, 3.94], [4.17, 6.26, 10.40], [4.40, 5.13, 9.59], [5.10, 6.52, 10.92], [3.87, 7.11, 9.78], [3.40, 6.04, 11.14], [3.56, 4.93, 9.14], [-3.51, 4.07, -3.65], [-2.95, 3.32, -2.59], [-2.84, 4.90, -3.89], [-3.62, 3.44, -4.54], [-4.48, 4.47, -3.35], [-3.57, 2.59, -2.41], [7.39, 3.23, 0.59], [7.94, 2.47, 1.64], [8.06, 4.06, 0.35], [7.28, 2.60, -0.30], [6.42, 3.63, 0.89], [7.33, 1.75, 1.83], [12.07, -3.64, 3.76], [11.29, -3.35, 2.61], [12.72, -2.79, 3.97], [11.41, -3.81, 4.61], [12.68, -4.52, 3.57], [10.72, -4.12, 2.45], [13.90, -5.15, 7.10], [12.72, -5.79, 6.65], [14.65, -5.17, 6.31], [13.67, -4.11, 7.35], [14.28, -5.67, 7.98], [12.08, -5.76, 7.38], [3.17, -8.35, -2.03], [2.18, -8.75, -2.96], [3.76, -9.22, -1.74], [3.82, -7.60, -2.48], [2.69, -7.93, -1.14], [1.67, -7.95, -3.19], [-14.47, -0.69, -6.40], [-13.90, -0.98, -5.13], [-13.67, -0.60, -7.13], [-15.14, -1.49, -6.69], [-15.01, 0.26, -6.34], [-14.63, -1.05, -4.50], [-8.41, 3.07, -4.09], [-7.85, 2.31, -3.03], [-7.73, 3.90, -4.33], [-8.52, 2.44, -4.98], [-9.38, 3.46, -3.79], [-8.47, 1.58, -2.85], [0.65, -1.34, 8.96], [0.83, -1.49, 7.56], [1.58, -1.61, 9.46], [0.40, -0.30, 9.18], [-0.15, -2.00, 9.29], [-0.01, -1.25, 7.14], [-12.39, 3.96, -4.91], [-11.55, 4.13, -3.78], [-12.03, 3.12, -5.50], [-13.41, 3.75, -4.57], [-12.37, 4.87, -5.51], [-11.90, 4.88, -3.27], [-14.86, 5.41, -1.92], [-14.68, 5.26, -3.31], [-13.93, 5.14, -1.41], [-15.11, 6.45, -1.69], [-15.66, 4.75, -1.58], [-15.52, 5.51, -3.74], [4.67, -11.91, -0.18], [3.68, -12.30, -1.11], [5.26, -12.78, 0.10], [5.32, -11.16, -0.64], [4.19, -11.49, 0.71], [3.17, -11.51, -1.35]],
  "lowdin_charge": [-0.159, -0.377, 0.998, -0.349, -0.177, -0.258, -0.298, 0.022, -0.031, 0.065, 0.065, -0.106, -0.115, -0.242, -0.060, -0.106, 0.075, 0.032, 0.058, 0.085, 0.098, 0.097, 0.090, 0.086, 0.102, 0.043, 0.091, 0.080, 0.107, 0.148, 0.148, 0.153, 0.156, 0.071, 0.104, 0.100, 0.141, 0.124, -0.153, -0.126, 0.086, 0.068, 0.067, 0.032, -0.165, -0.133, 0.066, 0.080, 0.079, 0.086, -0.159, -0.152, 0.082, 0.063, 0.074, 0.072, -0.125, -0.161, 0.071, 0.088, 0.091, 0.012, -0.133, -0.147, 0.089, 0.066, 0.072, 0.082, -0.174, -0.139, 0.072, 0.077, 0.076, 0.062, -0.155, -0.165, 0.086, 0.053, 0.081, 0.082, -0.171, -0.132, 0.081, 0.071, 0.075, 0.052, -0.164, -0.145, 0.082, 0.065, 0.081, 0.072, -0.157, -0.126, 0.085, 0.077, 0.065, 0.057, -0.157, -0.160, 0.084, 0.075, 0.078, 0.092, -0.169, -0.141, 0.080, 0.076, 0.076, 0.083, -0.163, -0.123, 0.064, 0.071, 0.080, 0.077, -0.160, -0.142, 0.080, 0.078, 0.076, 0.087, -0.145, -0.148, 0.080, 0.078, 0.057, 0.045, -0.153, -0.148, 0.085, 0.078, 0.078, 0.087, -0.160, -0.147, 0.073, 0.060, 0.083, 0.078, -0.151, -0.145, 0.079, 0.080, 0.080, 0.094, -0.174, -0.128, 0.081, 0.069, 0.075, 0.065]
}

Record 3
{
  "formula": "C4H6O2S",
  "method": "ωB97M-V/def2-TZVPD",
  "de_lowest_kj_mol": 425.47,
  "charge": 0,
  "homo_ev": -10.077,
  "spin_multiplicity": 1,
  "molar_mass_g_mol": 118.2,
  "gap_ev": 10.7004,
  "elements": ["C", "C", "C", "C", "O", "O", "S", "H", "H", "H", "H", "H", "H"],
  "xyz": [[0.22, -1.52, 0.30], [-0.82, -0.31, -0.45], [-1.15, 0.85, 0.43], [-0.09, 1.21, -0.56], [2.17, -0.27, -1.04], [2.02, 0.52, 1.24], [1.33, 0.03, 0.10], [0.41, -2.28, -0.47], [-0.08, -1.67, 1.29], [-1.52, -0.75, -1.19], [-2.06, 1.49, 0.20], [-0.78, 0.97, 1.51], [0.36, 1.75, -1.37]],
  "lowdin_charge": [-0.058, -0.231, -0.196, -0.128, -0.358, -0.320, 0.653, 0.090, 0.054, 0.123, 0.126, 0.135, 0.109]
}

Record 4
{
  "formula": "H28O14",
  "method": "ωB97M-V/def2-TZVPD",
  "de_lowest_kj_mol": 401.32,
  "charge": 0,
  "homo_ev": -9.995,
  "spin_multiplicity": 1,
  "molar_mass_g_mol": 252.2,
  "gap_ev": 9.7925,
  "elements": ["H", "H", "H", "H", "H", "H", "H", "H", "H", "H", "H", "H", "H", "H", "H", "H", "H", "H", "H", "H", "H", "H", "H", "H", "H", "H", "H", "H", "O", "O", "O", "O", "O", "O", "O", "O", "O", "O", "O", "O", "O", "O"],
  "xyz": [[-0.15, 0.03, 0.36], [0.58, -0.68, -0.78], [-4.75, 0.21, 1.86], [-4.08, 0.94, 0.71], [4.49, -1.15, -2.12], [3.55, -0.03, -1.72], [1.41, -0.57, 3.52], [0.83, 0.19, 2.35], [-2.32, 0.99, -1.81], [-1.96, 1.33, -0.37], [-0.48, 2.12, 3.52], [-1.69, 2.51, 2.69], [-2.72, -1.46, -2.39], [-1.67, -2.53, -2.64], [1.64, -2.37, -1.87], [0.26, -2.64, -1.29], [2.19, -3.22, 1.43], [2.48, -2.08, 0.46], [-0.71, -1.52, 2.28], [-1.36, -2.65, 3.06], [-0.83, 0.29, -4.97], [-0.92, -0.79, -3.90], [2.29, 2.53, 2.72], [1.29, 3.50, 3.33], [1.36, 2.70, 0.66], [0.19, 3.33, 1.39], [0.21, 0.85, -2.34], [0.29, 0.28, -3.75], [-0.14, -0.05, -0.60], [-3.92, 0.62, 1.61], [4.01, -0.80, -1.36], [1.42, -0.54, 2.56], [-1.88, 1.66, -1.27], [-1.37, 1.83, 3.29], [-2.00, -1.93, -1.96], [0.70, -2.22, -2.04], [2.08, -2.96, 0.51], [-0.87, -2.47, 2.25], [-1.21, -0.57, -4.80], [2.21, 3.42, 3.09], [1.00, 2.83, 1.54], [0.54, 1.05, -3.22]],
  "lowdin_charge": [0.035, 0.017, 0.041, 0.025, 0.045, 0.038, 0.059, 0.003, 0.034, 0.015, 0.011, 0.034, 0.041, 0.039, 0.035, 0.041, 0.044, 0.013, -0.001, 0.037, 0.037, -0.005, 0.026, 0.022, 0.084, 0.071, -0.012, -0.013, -0.067, -0.054, -0.048, -0.040, -0.055, -0.046, -0.051, -0.060, -0.055, -0.056, -0.048, -0.091, -0.092, -0.054]
}

Record 5
{
  "formula": "C6H8FN3O3",
  "method": "ωB97M-V/def2-TZVPD",
  "de_lowest_kj_mol": 200.12,
  "charge": 0,
  "homo_ev": -9.055,
  "spin_multiplicity": 1,
  "molar_mass_g_mol": 189.1,
  "gap_ev": 8.5003,
  "elements": ["O", "N", "O", "C", "N", "C", "C", "N", "C", "C", "O", "C", "F", "H", "H", "H", "H", "H", "H", "H", "H"],
  "xyz": [[-3.06, -0.76, -0.98], [-2.46, -0.54, 0.12], [-2.19, -1.32, 1.03], [-1.69, 0.56, 0.15], [-2.01, 1.73, -0.46], [-0.93, 2.54, -0.29], [0.02, 1.80, 0.42], [-0.45, 0.63, 0.69], [0.39, -0.52, 1.18], [1.00, -1.34, 0.07], [-0.08, -1.80, -0.63], [1.96, -0.49, -0.73], [2.51, 0.69, -0.05], [-0.78, 3.64, -0.59], [1.06, 2.00, 0.50], [-0.24, -1.11, 1.78], [1.12, -0.11, 1.89], [1.44, -2.26, 0.51], [0.28, -2.17, -1.70], [2.76, -1.04, -1.28], [1.36, -0.14, -1.61]],
  "lowdin_charge": [0.071, -0.291, 0.067, -0.311, 0.156, -0.091, -0.105, 0.034, -0.037, -0.424, -0.072, -0.085, -0.090, 0.130, 0.109, 0.102, 0.148, 0.160, 0.265, 0.130, 0.135]
}

Record 6
{
  "formula": "C5H8O2",
  "method": "ωB97M-V/def2-TZVPD",
  "de_lowest_kj_mol": 488.88,
  "charge": 0,
  "homo_ev": -7.587,
  "spin_multiplicity": 1,
  "molar_mass_g_mol": 100.1,
  "gap_ev": 8.3919,
  "elements": ["O", "C", "C", "C", "O", "C", "C", "H", "H", "H", "H", "H", "H", "H", "H"],
  "xyz": [[2.26, -0.38, -0.41], [1.39, -0.12, 0.59], [-0.09, 1.32, 0.03], [-0.89, 0.07, 0.17], [-2.13, 0.08, 0.81], [-0.56, -1.01, -0.81], [0.15, -0.95, 0.52], [3.09, 0.09, -0.23], [1.11, 1.03, 0.77], [-0.35, 2.10, 0.76], [0.08, 1.72, -0.97], [-2.78, 0.41, 0.18], [-1.30, -1.80, -0.91], [0.00, -0.79, -1.72], [0.03, -1.77, 1.23]],
  "lowdin_charge": [0.013, -0.155, 0.005, -0.536, 0.026, -0.027, -0.188, 0.111, 0.089, 0.099, 0.096, 0.106, 0.112, 0.108, 0.141]
}

Record 7
{
  "formula": "C26H36N6O3",
  "method": "ωB97M-V/def2-TZVPD",
  "de_lowest_kj_mol": 339.73,
  "charge": 0,
  "homo_ev": -7.230,
  "spin_multiplicity": 1,
  "molar_mass_g_mol": 480.6,
  "gap_ev": 7.6871,
  "elements": ["C", "C", "C", "C", "C", "N", "N", "N", "N", "C", "C", "C", "C", "C", "O", "C", "C", "O", "C", "C", "O", "C", "C", "N", "C", "C", "N", "C", "C", "C", "C", "C", "C", "C", "C", "H", "H", "H", "H", "H", "H", "H", "H", "H", "H", "H", "H", "H", "H", "H", "H", "H", "H", "H", "H", "H", "H", "H", "H", "H", "H", "H", "H", "H", "H", "H", "H", "H", "H", "H", "H"],
  "xyz": [[4.74, -0.59, -2.74], [4.23, 0.82, -2.97], [3.15, 1.29, -1.98], [2.79, 2.75, -2.28], [3.66, 1.14, -0.54], [1.95, 0.48, -2.19], [1.80, -0.22, -3.32], [0.67, -0.77, -3.30], [0.02, -0.48, -2.18], [0.81, 0.31, -1.48], [0.45, 0.91, -0.15], [1.03, 0.12, 1.00], [1.49, -1.17, 0.86], [2.03, -1.88, 1.94], [2.45, -3.12, 1.61], [2.95, -4.02, 2.57], [2.08, -1.27, 3.20], [2.57, -1.96, 4.29], [3.71, -1.40, 4.91], [1.56, 0.03, 3.35], [1.60, 0.54, 4.61], [0.99, 1.79, 4.85], [1.06, 0.72, 2.25], [-0.98, 1.09, 0.06], [-1.73, -0.13, 0.28], [-3.22, 0.18, 0.33], [-3.67, 0.66, -0.96], [-4.94, 0.44, -1.41], [-5.98, 0.16, -0.51], [-7.27, -0.04, -0.95], [-7.58, 0.03, -2.30], [-6.56, 0.31, -3.20], [-5.26, 0.50, -2.77], [-2.64, 1.24, -1.79], [-1.63, 1.97, -0.91], [3.93, -1.31, -2.79], [5.46, -0.85, -3.52], [5.23, -0.69, -1.78], [5.06, 1.52, -2.91], [3.81, 0.88, -3.98], [2.46, 2.85, -3.31], [1.99, 3.10, -1.63], [3.66, 3.38, -2.13], [3.64, 0.10, -0.22], [3.06, 1.72, 0.16], [4.68, 1.51, -0.49], [0.88, 1.92, -0.12], [1.45, -1.68, -0.09], [3.91, -3.70, 2.97], [2.25, -4.16, 3.40], [3.08, -4.96, 2.04], [4.54, -1.30, 4.20], [3.50, -0.42, 5.36], [3.99, -2.10, 5.70], [-0.06, 1.79, 4.56], [1.07, 1.95, 5.93], [1.52, 2.60, 4.33], [0.67, 1.72, 2.36], [-1.41, -0.55, 1.25], [-1.54, -0.88, -0.50], [-3.76, -0.73, 0.59], [-3.40, 0.93, 1.11], [-5.78, 0.12, 0.55], [-8.05, -0.25, -0.24], [-8.59, -0.12, -2.65], [-6.78, 0.36, -4.26], [-4.49, 0.69, -3.50], [-2.12, 0.48, -2.39], [-3.10, 1.97, -2.47], [-2.16, 2.75, -0.34], [-0.89, 2.46, -1.54]],
  "lowdin_charge": [-0.090, -0.210, -0.497, -0.014, -0.010, 0.015, 0.048, -0.010, 0.081, -0.239, -0.214, -0.206, 0.037, -0.179, -0.056, -0.062, -0.129, -0.113, -0.067, -0.182, -0.088, -0.073, 0.027, -0.104, -0.156, -0.142, -0.096, -0.229, -0.038, -0.102, -0.119, -0.100, -0.034, -0.152, -0.139, 0.064, 0.075, 0.067, 0.119, 0.105, 0.092, 0.072, 0.090, 0.084, 0.078, 0.098, 0.138, 0.132, 0.093, 0.099, 0.095, 0.098, 0.083, 0.095, 0.100, 0.096, 0.097, 0.116, 0.125, 0.116, 0.124, 0.129, 0.096, 0.100, 0.093, 0.100, 0.097, 0.108, 0.122, 0.125, 0.120]
}